No. 1
A cluster of 2 separate species, C3H10N2O3 in total. Source: OMol25; level of theory: ωB97M-V with the def2-TZVPD basis set.

ORCA input file:
```
! RIJCOSX wB97M-V def2-TZVPD def2/J DEFGRID3
* xyz 0 1
N -1.21438 -1.95418 -0.16475
C -0.09416 -1.88905 0.57579
N 0.98000 -2.51682 0.06474
O -0.01541 -1.21131 1.63280
H -1.10776 -2.16016 -1.14572
H -1.83058 -1.16090 -0.00903
H 1.76476 -2.62326 0.69065
H 0.95158 -2.90520 -0.86465
C 0.01874 2.57076 0.37708
C -0.00882 1.10402 0.00810
O 1.05331 0.78879 -0.87370
O -1.20447 0.83674 -0.72279
H 0.86631 2.80635 1.02552
H 0.09536 3.20145 -0.52246
H -0.90917 2.87403 0.87023
H -0.02620 0.31229 1.01402
H 1.88719 0.47654 -0.47707
H -1.20631 1.44990 -1.47877
*
```

As for the SMILES: NC(N)=O.CC(O)O. Its LUMO energy is 0.024 hartree. As for the HOMO-LUMO gap: 9.77 eV. The value obtained for the relative energy (zero: lowest compared OMol25 entry of this formula, charge and spin) is 18.6 kcal/mol. The HOMO energy is -0.33471 Eh.



No. 2
A structure of composition C3H10N2O3S. Source: OMol25; level of theory: ωB97M-V with the def2-TZVPD basis set.

ORCA input file:
```
! RIJCOSX wB97M-V def2-TZVPD def2/J DEFGRID3
* xyz 0 1
C -0.43714 1.68382 0.53077
C -0.70528 -1.38138 0.58901
C -0.04920 -0.19676 -0.17426
N -2.13744 -1.26846 0.51986
N -0.32881 -0.08240 -1.48667
O 2.30073 -1.45848 -0.19445
O 2.16743 0.25614 1.51064
O 2.22586 1.05624 -0.89146
S 1.74525 -0.21159 0.21628
H -0.08182 2.42655 -0.21708
H -1.42999 1.77903 0.54464
H 0.16352 1.37174 1.33973
H -0.38272 -2.29609 0.00574
H -0.21241 -1.53591 1.54016
H -2.30200 -1.17761 -0.53045
H -2.41247 -0.45559 1.01791
H 2.19857 1.80995 -0.41793
H 0.28679 0.61124 -1.96348
H -0.60888 -0.93044 -1.93898
*
```

Its LUMO energy is 0.019 hartree. As for the HOMO-LUMO gap: 9.51 eV. The value obtained for the relative energy (zero: lowest compared OMol25 entry of this formula, charge and spin) is 56.2 kcal/mol. The HOMO energy is -0.33049 Eh.



No. 3
The molecule C3H10N2OS. Source: OMol25; level of theory: ωB97M-V with the def2-TZVPD basis set.

ORCA input file:
```
! RIJCOSX wB97M-V def2-TZVPD def2/J DEFGRID3
* xyz 0 1
C -2.74441 -0.30882 -0.31028
N -1.80770 -0.53921 0.72901
S 0.06072 -0.42014 -0.07934
C 1.14451 -1.75167 0.59287
O 0.30808 -0.36425 -1.49345
N 0.82768 0.89944 0.57336
C 1.68704 1.77625 -0.23701
H -3.70559 -0.51095 0.24554
H -2.89672 -1.07237 -1.11198
H -2.72280 0.70289 -0.78720
H 0.55659 -2.58680 0.51415
H 2.12089 -1.74970 0.04655
H 1.28643 -1.29723 1.54198
H 0.12225 1.54530 1.00623
H 1.43132 1.49819 -1.24432
H 1.59556 2.73868 0.08406
H 2.73617 1.44038 -0.07018
*
```

As for the SMILES: CN=[S@@](C)(=O)NC. Its LUMO energy is 0.028 hartree. As for the HOMO-LUMO gap: 8.68 eV. The value obtained for the relative energy (zero: lowest compared OMol25 entry of this formula, charge and spin) is 136.6 kcal/mol. The HOMO energy is -0.29126 Eh.



No. 4
A cluster of 2 separate species, C3H10N2S in total. Source: OMol25; level of theory: ωB97M-V with the def2-TZVPD basis set.

ORCA input file:
```
! RIJCOSX wB97M-V def2-TZVPD def2/J DEFGRID3
* xyz 0 1
H 0.75679 1.71383 0.92233
N -0.13634 1.67863 0.44584
C -0.65842 0.54039 0.69062
N 0.04964 -0.59724 1.07812
C -0.76385 -1.75810 1.35921
H -1.68527 0.32146 0.38720
H 0.78121 -0.41464 1.76831
H -0.11194 -2.60099 1.61831
H -1.30898 -2.03613 0.44483
H -1.53641 -1.61154 2.11467
C 0.88231 0.34768 -2.01110
S 1.09772 2.15519 -1.92756
H 1.53434 -0.14172 -1.29896
H -0.12845 0.02443 -1.80535
H 1.17279 -0.04473 -2.99107
H 0.05487 2.42347 -0.79541
*
```

As for the SMILES: [H]/N=C\NC.CS. Its LUMO energy is 0.026 hartree. As for the HOMO-LUMO gap: 8.46 eV. The value obtained for the relative energy (zero: lowest compared OMol25 entry of this formula, charge and spin) is 38.0 kcal/mol. The HOMO energy is -0.28510 Eh.



No. 5
The molecule C3H10N2S. Source: OMol25; level of theory: ωB97M-V with the def2-TZVPD basis set.

ORCA input file:
```
! RIJCOSX wB97M-V def2-TZVPD def2/J DEFGRID3
* xyz 0 1
N -0.29879 0.37321 2.15424
C -0.15460 0.95122 0.83514
C 0.58026 -0.12208 -0.06501
N 1.34638 0.59453 -1.14176
C -0.51535 -1.15090 -0.41049
S -0.33928 -2.05433 -2.02984
H -1.20372 0.42314 2.60897
H 0.42015 0.61708 2.81151
H -1.12861 1.04939 0.30983
H 0.31437 1.92876 0.79936
H 1.31321 -0.69735 0.51006
H 0.76851 1.35708 -1.57299
H 1.58776 0.04249 -1.96910
H -0.72592 -1.91494 0.34296
H -1.44001 -0.60882 -0.55276
H -0.52436 -0.78849 -2.63011
*
```

As for the SMILES: NC[C@H](N)CS. Its LUMO energy is 0.032 hartree. As for the HOMO-LUMO gap: 9.82 eV. The value obtained for the relative energy (zero: lowest compared OMol25 entry of this formula, charge and spin) is 17.8 kcal/mol. The HOMO energy is -0.32909 Eh.



No. 6
A cluster of 2 separate species, C3H10N2S in total. Source: OMol25; level of theory: ωB97M-V with the def2-TZVPD basis set.

ORCA input file:
```
! RIJCOSX wB97M-V def2-TZVPD def2/J DEFGRID3
* xyz 1 2
C -0.73719 -0.10770 -1.37693
C -0.73798 -1.56925 -1.84332
S -0.99258 -2.69173 -0.38440
H -0.96957 -0.01613 -0.31916
H -1.60549 0.41096 -1.79264
H 0.16836 0.35014 -1.74503
H 0.18376 -1.86740 -2.34369
H -1.56555 -1.88412 -2.47182
N 0.80361 1.62080 0.94187
C 1.17685 1.40665 2.23543
N 2.32287 1.66317 2.72955
H 1.43812 1.64635 0.17129
H -0.16028 1.56946 0.68062
H 0.39852 0.96703 2.86713
H 2.14754 1.99255 3.67737
H -1.87099 -3.49078 -1.02628
*
```

Its LUMO energy (alpha / beta) is -0.169 / -0.349 hartree. As for the HOMO-LUMO gap (alpha / beta): 6.87 / 1.99 eV. The value obtained for the relative energy (zero: lowest compared OMol25 entry of this formula, charge and spin) is 72.8 kcal/mol. The HOMO energy (alpha / beta) is -0.42181 / -0.42170 Eh.



- Number 5 is which compound?
  C3H10N2S



- What is the formula in the sixth record?
  C3H10N2S



- Number 6 is which compound?
  C3H10N2S



- relative energy (zero: lowest compared OMol25 entry of this formula, charge and spin) of number 4 (C3H10N2S)?
  38.0 kcal/mol